Record 1
DFT (ωB97M-V/def2-TZVPD) results for an isolated molecule of C5H7NO.

* HOMO: -7.7 eV
* lowest unoccupied orbital energy: 0.0379 hartree
* SMILES: Cc1occc1N
* strongest force on any atom: 0.42 eV/Å
* orbital gap: 8.775 eV

Each line ends with the Löwdin charge.
Geometry (Å):
C  1.81768  -0.67997  -0.00671  -0.019
C  0.38100  -0.54197  0.35120  -0.290
O  0.25944  -0.05186  1.63057  0.007
C  -0.75226  0.82311  1.63240  -0.127
C  -1.36517  0.86575  0.42178  -0.010
C  -0.64026  -0.05079  -0.41363  -0.295
N  -0.81552  -0.24948  -1.79370  0.091
H  1.94773  -0.88007  -1.06990  0.077
H  2.22367  0.31946  0.20055  0.093
H  2.37330  -1.39362  0.60496  0.078
H  -0.84984  1.38247  2.54606  0.120
H  -2.15426  1.53764  0.11631  0.104
H  -1.68207  0.13737  -2.14080  0.080
H  -0.74344  -1.21804  -2.07910  0.090

Record 2
DFT (ωB97M-V/def2-TZVPD) results for an isolated molecule of C7H11NO2S.

* HOMO: -8.2 eV
* lowest unoccupied orbital energy: 0.0311 hartree
* SMILES: CC#CSN1CCO[C@@H](O)C1
* strongest force on any atom: 3.68 eV/Å
* orbital gap: 9.024 eV

Each line ends with the Löwdin charge.
Geometry (Å):
C  -0.65333  0.91998  -4.11497  -0.092
C  0.18629  0.52339  -3.01842  -0.163
C  0.96988  0.12915  -2.17342  -0.388
S  2.00811  -0.33779  -0.90113  0.938
N  1.03992  -0.27306  0.40622  -0.553
C  0.16461  -1.29095  0.84740  -0.228
C  0.00446  -1.29851  2.37774  -0.195
O  -0.53381  -0.05590  2.69963  -0.082
C  0.25290  1.03066  2.28999  -0.434
O  1.42405  0.96298  2.94206  0.055
C  0.46367  1.00591  0.73076  -0.152
H  -0.39783  0.22273  -4.90550  0.089
H  -1.60152  0.77736  -3.77545  0.047
H  -0.31388  1.92248  -4.36751  0.090
H  0.55469  -2.36081  0.64279  0.147
H  -0.89834  -1.08182  0.37800  0.158
H  -0.71011  -2.03283  2.75228  0.130
H  1.04337  -1.45026  2.80298  0.141
H  -0.24535  1.94306  2.48744  0.140
H  1.18892  0.60324  3.77197  0.093
H  -0.49279  0.99529  0.27338  0.101
H  1.09185  1.93023  0.45126  0.159

Record 3
DFT (ωB97M-V/def2-TZVPD) results for a cluster of 2 separate species, C27H26NO3 in total.

* HOMO: -9.6 eV
* net charge: +1
* lowest unoccupied orbital energy: -0.2077 hartree
* strongest force on any atom: 2.98 eV/Å
* orbital gap: 3.980 eV

Each line ends with the Löwdin charge.
Geometry (Å):
C  -5.48481  -5.20984  1.51763  -0.102
O  -4.13531  -5.48807  1.23136  -0.100
C  -3.20477  -4.54401  1.70919  -0.248
C  -1.85743  -4.83863  1.50872  -0.014
C  -0.86476  -3.98815  1.93118  -0.048
C  -1.17835  -2.79493  2.57963  -0.333
N  -0.16692  -1.92507  3.00908  0.085
C  -2.52549  -2.49553  2.78432  -0.039
C  -3.51776  -3.35080  2.36011  -0.029
H  -6.09804  -6.03187  1.14302  0.096
H  -5.63060  -5.12763  2.59533  0.094
H  -5.78690  -4.29035  1.01582  0.091
H  -1.61777  -5.75934  1.00788  0.118
H  0.16951  -4.23637  1.76976  0.104
H  -0.37924  -0.95801  3.20798  0.084
H  0.76272  -1.98912  2.61792  0.056
H  -2.77500  -1.57733  3.28701  0.108
H  -4.54680  -3.09348  2.52662  0.101
C  5.77682  3.50190  3.71823  -0.067
O  5.63510  2.09690  3.70510  -0.039
C  4.67821  1.60085  2.82490  -0.183
C  4.46647  0.21065  2.80113  0.034
C  3.51747  -0.35581  1.99403  0.008
C  2.70729  0.43326  1.14181  -0.188
C  1.69815  -0.19839  0.36398  0.118
C  0.63122  0.36993  -0.38035  -0.181
C  -0.18526  -0.47763  -1.16979  0.022
C  -1.18252  0.02285  -1.96111  0.040
C  -1.43031  1.40391  -2.02012  -0.157
O  -2.37016  1.93560  -2.94055  0.011
C  -1.89108  2.37936  -4.20467  -0.220
C  -2.05519  1.57457  -5.33305  -0.010
C  -1.52629  1.94931  -6.54503  -0.072
C  -0.82948  3.13682  -6.66563  -0.075
C  -0.67379  3.95212  -5.56044  -0.074
C  -1.19799  3.58301  -4.34428  -0.018
C  -0.68642  2.24737  -1.18477  0.032
C  0.29295  1.74473  -0.37583  0.009
C  2.99121  1.81983  1.11448  0.011
C  3.91892  2.38680  1.94404  0.018
H  6.57288  3.76920  4.41557  0.107
H  6.05346  3.86254  2.72667  0.099
H  4.84984  3.96979  4.05423  0.105
H  5.07182  -0.40182  3.44564  0.133
H  3.37865  -1.42335  1.99844  0.124
H  1.74128  -1.27622  0.34481  0.126
H  -0.00338  -1.53797  -1.14256  0.127
H  -1.77548  -0.63181  -2.57529  0.132
H  -2.57714  0.64043  -5.22510  0.117
H  -1.63887  1.30812  -7.40345  0.111
H  -0.41106  3.42502  -7.61706  0.109
H  -0.12671  4.87516  -5.65578  0.110
H  -1.06910  4.21116  -3.48184  0.108
H  -0.89903  3.30233  -1.20134  0.127
H  0.76902  2.40520  0.32124  0.102
H  2.53394  2.43352  0.36275  0.107
H  4.08226  3.44929  1.90842  0.113

Record 4
DFT (ωB97M-V/def2-TZVPD) results for a structure of composition C17H41BFN2NbO8PS2.

* HOMO: -4.7 eV
* net charge: -1
* lowest unoccupied orbital energy: 0.0657 hartree
* strongest force on any atom: 3.51 eV/Å
* orbital gap: 6.450 eV

Each line ends with the Löwdin charge.
Geometry (Å):
C  3.67743  -1.90728  0.30723  -0.128
C  3.03082  -2.96696  -0.73546  -0.248
C  1.86712  -3.84419  -0.10916  -0.207
C  0.39536  -3.61273  -0.68229  -0.364
N  0.26358  -2.61396  -1.77231  -0.245
Nb  -1.05924  -0.99482  -1.32492  1.725
C  -0.19471  -0.66244  0.76148  -0.316
C  0.51585  0.38674  -2.31873  -0.280
C  1.12665  -0.23244  -3.65235  -0.321
O  1.66663  0.49439  -4.53224  -0.071
C  -1.89403  -1.29836  -3.47045  -0.336
C  -2.39959  0.10184  -4.09182  -0.258
F  -2.52701  -0.06546  -5.52867  -0.144
O  -2.35563  0.64353  -1.19541  -0.244
B  -1.99523  1.60635  -0.19569  -0.846
O  -0.80715  2.41388  -0.22174  0.072
O  -2.88650  1.78146  0.94783  0.074
P  -2.93626  -2.52860  -0.49462  0.415
N  -4.43784  -1.99751  -0.73626  -0.441
H  4.67223  -1.59798  -0.17528  0.076
H  3.91145  -2.37701  1.31531  0.035
H  3.03328  -0.97615  0.37518  0.072
H  2.79802  -2.43228  -1.70261  0.084
H  3.89600  -3.68643  -0.97591  0.095
H  1.84427  -3.61573  1.01782  0.099
H  2.13813  -4.95786  -0.16785  0.100
H  0.03919  -4.62023  -1.10858  0.107
H  -0.28617  -3.42992  0.22321  0.058
H  -0.15166  -3.11933  -2.57508  0.032
H  -1.05294  -0.64453  1.53214  0.010
H  0.48970  -1.51355  1.12625  -0.008
H  0.46329  0.27673  0.84749  0.012
H  0.12718  1.43394  -2.50491  0.037
H  1.39310  0.41906  -1.57566  0.062
H  1.14650  -1.35162  -3.88413  0.091
H  -1.13615  -1.81278  -4.14354  0.030
H  -2.83971  -1.95519  -3.45534  0.040
H  -1.69968  0.96256  -3.87026  0.082
H  -3.40091  0.36993  -3.61131  0.100
H  -0.71738  2.87517  -1.07732  0.094
H  -2.40735  2.34351  1.59298  0.100
H  -2.73161  -3.81376  -1.14774  -0.077
H  -2.75180  -2.78582  0.92503  -0.074
H  -4.35246  -1.07821  -1.18698  -0.104
C  6.68452  -2.59728  5.15938  -0.228
C  6.28355  -1.30156  5.86859  -0.222
C  5.63330  -0.38973  4.82532  -0.223
S  4.91504  -1.47190  3.59282  0.655
O  5.61624  -1.27405  2.34779  -0.327
O  3.47571  -1.41194  3.68686  -0.316
C  5.47783  -3.00097  4.32168  -0.232
H  6.95939  -3.37973  5.86931  0.113
H  7.54588  -2.41139  4.51017  0.119
H  5.56270  -1.52803  6.66043  0.117
H  7.14174  -0.81493  6.33675  0.112
H  4.84969  0.22848  5.26309  0.105
H  6.37195  0.24194  4.33000  0.105
H  5.71890  -3.71905  3.53869  0.110
H  4.67294  -3.38620  4.95091  0.110
C  -5.99633  4.39264  -1.80513  -0.220
C  -5.76864  5.84820  -2.21371  -0.224
C  -5.24500  6.59150  -0.98217  -0.231
S  -4.38967  5.37106  0.01254  0.665
O  -5.11000  5.20715  1.25393  -0.321
O  -2.96891  5.63375  -0.02521  -0.326
C  -4.75004  3.97449  -1.03512  -0.226
H  -6.16571  3.75000  -2.67084  0.119
H  -6.87566  4.32680  -1.15666  0.120
H  -5.02359  5.89053  -3.01433  0.117
H  -6.68315  6.30905  -2.59335  0.111
H  -4.54908  7.38435  -1.25641  0.100
H  -6.06055  7.00271  -0.38552  0.102
H  -4.89597  3.08136  -0.42810  0.111
H  -3.90187  3.83684  -1.70908  0.115

Record 5
DFT (ωB97M-V/def2-TZVPD) results for a structure of composition C23H30KN3O.

* HOMO: -5.4 eV
* lowest unoccupied orbital energy: -0.0022 hartree
* strongest force on any atom: 0.85 eV/Å
* orbital gap: 5.303 eV

Each line ends with the Löwdin charge.
Geometry (Å):
K  0.35398  -0.74576  0.34963  0.919
C  -2.31773  -0.17638  6.85610  -0.064
C  -2.11458  -0.20196  5.36028  -0.295
C  -3.20770  -0.05072  4.50756  -0.062
C  -3.00157  -0.07625  3.12691  -0.306
C  -4.16632  0.08740  2.17664  -0.065
C  -1.72394  -0.25002  2.63483  -0.061
C  -0.55795  -0.41212  3.45750  -0.320
C  -0.83164  -0.37761  4.85620  -0.017
N  0.62062  -0.57383  2.82137  -0.118
C  1.88748  -0.74754  3.51276  -0.670
C  2.94396  -0.88719  2.40345  -0.095
C  1.95505  -2.03337  4.35521  -0.052
C  2.29489  0.46856  4.36230  -0.053
H  -3.36888  -0.03039  7.10887  0.066
H  -1.74381  0.63142  7.31639  0.075
H  -1.98673  -1.11206  7.31295  0.075
H  -4.20612  0.08631  4.91127  0.096
H  -5.10226  0.21487  2.72194  0.067
H  -4.27379  -0.78565  1.52817  0.072
H  -4.03235  0.96094  1.53350  0.072
H  -1.58652  -0.26066  1.55881  0.027
H  -0.02779  -0.48985  5.57161  0.080
H  2.71646  -1.75622  1.77145  0.064
H  3.94391  -1.02669  2.82326  0.078
H  2.95466  0.01594  1.78095  0.069
H  1.65418  -2.88440  3.73835  0.079
H  1.28874  -1.99886  5.21705  0.061
H  2.97253  -2.21115  4.72165  0.077
H  2.23301  1.37207  3.74954  0.079
H  3.32250  0.36556  4.72919  0.076
H  1.64295  0.60881  5.22428  0.060
C  -0.66566  2.09284  -5.57887  -0.004
N  0.31066  1.75086  -4.54136  -0.080
N  0.28036  0.43474  -4.08547  0.052
C  0.52142  0.41037  -2.71737  -0.416
O  0.62820  -0.61331  -2.04162  -0.129
C  0.61528  1.79751  -2.32710  0.072
C  0.43903  2.54943  -3.43518  -0.270
C  0.36552  4.02963  -3.57517  -0.004
C  0.56826  -0.62276  -4.98904  -0.185
C  1.24192  -0.36240  -6.17475  -0.033
C  1.51025  -1.40178  -7.05465  -0.077
C  1.12468  -2.69941  -6.75134  -0.086
C  0.46018  -2.94919  -5.55835  -0.069
C  0.16949  -1.91834  -4.67751  -0.005
H  -0.79840  1.23865  -6.23491  0.085
H  -0.28870  2.92514  -6.16831  0.097
H  -1.63339  2.35653  -5.14604  0.101
H  0.81828  2.15054  -1.32826  0.122
H  0.52538  4.50075  -2.60854  0.089
H  -0.60847  4.34627  -3.95375  0.086
H  1.12734  4.38422  -4.27071  0.095
H  1.57886  0.64093  -6.40476  0.114
H  2.03421  -1.19080  -7.97809  0.106
H  1.33981  -3.50877  -7.43841  0.104
H  0.15471  -3.95719  -5.30756  0.108
H  -0.35442  -2.10767  -3.75280  0.113

Record 6
DFT (ωB97M-V/def2-TZVPD) results for an isolated molecule of C2H7BrOP2.

* HOMO: -7.3 eV
* lowest unoccupied orbital energy: 0.0103 hartree
* SMILES: COC[PH2]=PBr
* strongest force on any atom: 3.75 eV/Å
* orbital gap: 7.543 eV

Each line ends with the Löwdin charge.
Geometry (Å):
C  0.81979  1.31951  -1.09079  -0.096
O  1.46654  0.55901  -0.05145  -0.256
C  0.78945  -0.12129  0.94137  -0.437
P  -0.62076  -1.18070  0.33867  0.454
P  -2.50720  -0.96343  -0.55703  -0.063
Br  -3.28585  0.80109  0.51101  -0.032
H  0.03492  1.94262  -0.72815  0.069
H  0.57357  0.59935  -2.00820  0.120
H  1.66620  1.87745  -1.57997  0.095
H  1.54039  -0.90810  1.27599  0.118
H  0.28818  0.28914  1.79215  0.064
H  0.02175  -2.23737  -0.39994  -0.013
H  -0.78698  -1.97728  1.55634  -0.020

Record 7
DFT (ωB97M-V/def2-TZVPD) results for an isolated molecule of C5H8O.

* HOMO: -10.0 eV
* lowest unoccupied orbital energy: 0.0426 hartree
* SMILES: C1C[C@@H]2O[C@@H]2C1
* strongest force on any atom: 0.30 eV/Å
* orbital gap: 11.149 eV

Each line ends with the Löwdin charge.
Geometry (Å):
C  0.31996  -1.04739  -0.52838  -0.161
C  1.27939  0.11533  -0.15678  -0.128
C  0.39765  1.18121  0.46459  -0.248
O  -0.18141  0.69454  1.67921  -0.008
C  -0.99401  0.72437  0.51096  -0.261
C  -1.12801  -0.58901  -0.22384  -0.132
H  0.42132  -1.30863  -1.58607  0.101
H  0.56422  -1.94405  0.04585  0.104
H  1.85027  0.48667  -1.01469  0.108
H  2.02251  -0.21625  0.58385  0.116
H  0.65748  2.23999  0.43731  0.142
H  -1.85458  1.38901  0.58994  0.143
H  -1.70035  -0.41045  -1.14320  0.112
H  -1.68591  -1.33425  0.35260  0.112

Record 8
DFT (ωB97M-V/def2-TZVPD) results for a structure of composition C15H22CdO9P.

* HOMO: -9.8 eV
* net charge: +1
* lowest unoccupied orbital energy: -0.3069 hartree
* strongest force on any atom: 2.58 eV/Å
* orbital gap: 1.464 eV

Each line ends with the Löwdin charge.
Geometry (Å):
Cd  -0.30631  23.07010  -6.92201  0.742
O  3.23487  23.54207  -6.25223  -0.246
H  4.06973  23.14320  -5.93847  -0.032
C  6.62576  25.93342  -11.52470  0.002
C  6.56097  26.47353  -12.80798  0.031
C  7.55104  25.97318  -13.66078  -0.326
C  8.66011  25.22717  -13.32469  -0.003
C  8.65669  24.74742  -12.05629  -0.005
C  7.60194  24.98024  -11.17991  -0.273
O  7.50062  24.26366  -10.00140  0.066
O  7.40188  26.30524  -14.94276  0.095
H  5.81625  26.02613  -10.81582  0.117
H  5.62901  26.88900  -13.16187  0.129
H  9.42430  24.84036  -13.98258  0.134
H  9.45402  24.07046  -11.78724  0.130
H  6.60049  24.18671  -9.67669  0.108
H  8.20791  26.12150  -15.43077  0.118
C  8.80446  20.11039  -0.50549  -0.008
C  8.20383  18.90249  -0.25505  -0.022
C  6.81384  18.73465  -0.13523  -0.285
C  5.99756  19.81287  -0.55194  0.008
C  6.57861  21.02058  -0.85109  -0.015
C  7.94450  21.19863  -0.69787  -0.288
O  8.40069  22.48505  -0.95794  0.057
O  6.22061  17.55263  0.19169  0.078
H  9.86481  20.22894  -0.67282  0.124
H  8.86836  18.10907  0.05361  0.119
H  4.91785  19.79698  -0.57133  0.121
H  5.95341  21.84175  -1.16921  0.125
H  9.29347  22.52131  -0.60689  0.102
H  6.91167  16.89436  0.08810  0.108
C  -1.12708  29.21356  -8.95108  -0.105
O  -1.55641  29.84652  -7.71697  -0.252
P  -1.49314  28.85951  -6.34197  0.482
O  -1.28258  27.41559  -6.64307  -0.296
O  -0.19170  29.44439  -5.67181  -0.241
C  1.19082  29.16136  -6.02447  -0.054
O  -2.63841  29.30325  -5.26185  -0.206
C  -3.97762  28.82455  -5.33355  -0.108
H  -1.83924  28.42794  -9.20353  0.084
H  -0.11795  28.84115  -8.77481  0.068
H  -1.02784  29.96308  -9.73624  0.089
H  1.31943  28.44186  -6.83309  0.080
H  1.60518  28.82733  -5.07325  0.092
H  1.61242  30.13436  -6.27677  0.092
H  -4.42756  29.07637  -6.29389  0.084
H  -4.68038  29.28568  -4.63957  0.094
H  -4.04751  27.73680  -5.33625  0.086

For each record above, in turn, the calculated calculated total energy values are -8834.9878 -23854.0843 -36045.0244 -73556.5193 -47180.3726 -92852.4999 -7361.1080 -48179.2397 eV.